One molecule with the formula C5H11NO2Si in a non-equilibrium geometry. Source: the OMol25 dataset; level of theory: ωB97M-V with the def2-TZVPD basis set.

## Properties
SMILES string: O/C(O[SiH3])=C1/CCCN1
electronic energy: -18824.750 eV
F_max: 0.0848 Eh/bohr
energy above the lowest of the compared OMol25 structures with the same formula, charge and spin: 386.8 kJ/mol
E_HOMO: -6.76 eV
orbital gap: 7.5536 eV
LUMO energy: 0.79 eV

ORCA input file:
```
! wB97M-V def2-TZVPD RIJCOSX def2/J DEFGRID3
* xyz 0 1
Si -3.0726 0.9154 -0.2857
O -2.2986 -0.4403 0.1963
O -1.0437 -2.3451 -0.0911
N 1.3314 -1.2394 0.1679
C 2.4401 -0.4374 -0.2845
C 2.0508 0.9368 0.2006
C -1.0175 -1.0575 0.1510
C 0.2108 -0.4575 0.2274
C 0.5535 0.9957 0.3722
H -2.5892 0.9950 -1.6459
H -1.8609 -2.7814 0.3109
H 1.2350 -2.1191 -0.3958
H 0.3812 1.3633 1.3859
H 2.3973 1.6863 -0.5132
H 2.5122 1.0915 1.1733
H -2.6658 2.0253 0.4998
H -4.3665 0.5491 0.0018
H 2.6152 -0.4601 -1.4371
H 3.2466 -0.8846 0.2523
H -0.0591 1.6640 -0.2865
*
```

Results of the Mulliken charge analysis, in e, for atoms 1 through 8: 0.420, -0.382, -0.513, -0.376, -0.628, -0.489, 0.630, -0.084

=====

One molecule with the formula C5H11NO3 in a non-equilibrium geometry. Source: the OMol25 dataset; level of theory: ωB97M-V with the def2-TZVPD basis set.

## Properties
SMILES string: CCCCONC(=O)O
electronic energy: -12993.865 eV
F_max: 0.1069 Eh/bohr
energy above the lowest of the compared OMol25 structures with the same formula, charge and spin: 288.1 kJ/mol
E_HOMO: -9.94 eV
orbital gap: 10.3923 eV
LUMO energy: 0.45 eV

ORCA input file:
```
! wB97M-V def2-TZVPD RIJCOSX def2/J DEFGRID3
* xyz 0 1
O -1.4215 -0.7931 -0.6762
O -3.7427 -1.4407 0.6484
O -4.2606 0.6704 0.7970
N -2.5154 0.0044 -0.5223
C -0.3288 -0.3452 0.1391
C 2.0015 0.5985 -0.1110
C 0.9990 -0.4718 -0.5760
C -3.5063 -0.3707 0.3218
C 3.3522 0.0156 0.2924
H 1.5830 1.1014 0.7519
H 2.1765 1.3200 -0.8960
H -2.5292 0.8938 -0.9937
H 3.2635 -0.8704 0.9069
H -0.5070 0.6683 0.4818
H 3.9620 -0.1834 -0.5778
H -0.3020 -0.9718 1.0252
H -4.4253 1.3093 0.0897
H 0.9047 -0.4557 -1.6553
H 3.8824 0.7581 0.8781
H 1.4141 -1.4371 -0.3236
*
```

Results of the Mulliken charge analysis, in e, for atoms 1 through 8: -0.294, -0.424, -0.497, -0.140, -0.617, -0.387, -0.486, 0.573

=====

A 2-piece molecular cluster, C5H11NO4 overall in a non-equilibrium geometry. Source: the OMol25 dataset; level of theory: ωB97M-V with the def2-TZVPD basis set.

## Properties
SMILES string: CNC(=O)CCOC=O.O
electronic energy: -15043.322 eV
F_max: 0.0687 Eh/bohr
energy above the lowest of the compared OMol25 structures with the same formula, charge and spin: 123.4 kJ/mol
E_HOMO: -9.93 eV
orbital gap: 10.5509 eV
LUMO energy: 0.62 eV

ORCA input file:
```
! wB97M-V def2-TZVPD RIJCOSX def2/J DEFGRID3
* xyz 0 1
O -0.4283 1.5975 -1.0955
O -1.2816 1.3464 2.7501
O 1.6181 -0.9114 0.2262
O 0.9333 3.3429 -0.3859
N -0.3959 -1.7725 0.0511
C 0.6173 -1.0723 -0.4331
C 0.5799 0.9124 -1.7974
C -0.2777 -2.4120 1.3681
C 0.4517 -0.5321 -1.7611
C -0.1491 2.7658 -0.4800
H 0.4244 1.2289 -2.8468
H -1.0761 3.1970 -0.0528
H 0.0801 -1.5777 1.9945
H 0.4625 -3.2285 1.4133
H -1.0598 -2.0314 -0.6829
H -1.2319 -2.7789 1.7823
H 1.5739 1.2809 -1.4786
H -0.9063 1.7185 3.5802
H 1.2467 -0.8928 -2.4418
H -0.6579 0.6293 2.4955
H -0.5234 -0.8099 -2.2054
*
```

Results of the Mulliken charge analysis, in e, for atoms 1 through 8: -0.257, -0.644, -0.667, -0.517, -0.203, 0.443, -0.614, -0.687

=====

A 2-piece molecular cluster, C5H11NO4 overall. Source: the OMol25 dataset; level of theory: ωB97M-V with the def2-TZVPD basis set.

## Properties
SMILES string: C/C(O)=[N+](/[O-])O.CC(C)=O
electronic energy: -15040.613 eV
F_max: 0.0171 Eh/bohr
energy above the lowest of the compared OMol25 structures with the same formula, charge and spin: 384.7 kJ/mol
E_HOMO: -8.36 eV
orbital gap: 9.1440 eV
LUMO energy: 0.79 eV

ORCA input file:
```
! wB97M-V def2-TZVPD RIJCOSX def2/J DEFGRID3
* xyz 0 1
O 0.9557 0.5734 -1.2142
O -1.2640 0.4238 0.5136
O -1.4171 -0.5888 -1.5333
O -0.7498 -1.8344 1.6810
N -1.2090 -0.6465 -0.1655
C 0.9669 1.3948 -0.3193
C -0.9268 -1.7978 0.3509
C 1.6869 1.1514 0.9797
C -0.7737 -3.0421 -0.4390
C 0.3520 2.7541 -0.4636
H -0.0468 -2.8864 -1.2352
H -0.4334 -3.8316 0.2240
H 0.9663 3.5109 0.0162
H -0.8642 -0.9145 1.9969
H 0.1978 2.9977 -1.5127
H -0.7435 0.0314 -1.8813
H 1.1354 1.5876 1.8065
H -0.6170 2.7263 0.0330
H -1.7181 -3.3309 -0.8965
H 1.8402 0.0868 1.1419
H 2.6621 1.6348 0.9169
*
```

Results of the Mulliken charge analysis, in e, for atoms 1 through 8: -0.695, -0.864, -0.479, -0.501, 0.734, 1.188, 0.594, -1.305